# 1
{
  "formula": "C16H24BrF5NO12PS3",
  "method": "ωB97M-V/def2-TZVPD",
  "symbols": ["N", "C", "P", "O", "Br", "O", "S", "O", "O", "C", "C", "C", "C", "S", "C", "C", "F", "F", "F", "C", "F", "S", "O", "O", "F", "H", "H", "H", "H", "H", "H", "H", "H", "H", "H", "H", "H", "C", "C", "C", "O", "C", "O", "O", "H", "H", "H", "H", "H", "H", "C", "C", "C", "O", "C", "O", "O", "H", "H", "H", "H", "H", "H"],
  "xyz": [[0.75663, 0.18654, -0.91995], [2.08034, -0.37585, -1.27165], [3.40390, 1.04464, -1.10432], [4.33137, 0.75473, 0.38411], [2.43442, 3.06474, -0.75989], [2.43499, -1.32616, -0.16433], [1.27323, -2.60380, -0.09827], [0.00064, -2.26736, 0.70698], [2.00072, -3.71033, 0.76904], [0.90002, -3.28858, -1.85551], [-0.63125, -3.40250, -2.24360], [-1.45193, -2.41108, -3.18278], [-1.74202, -0.87844, -2.69136], [-2.44338, -0.75590, -0.92338], [2.03654, -2.65827, -2.84308], [2.16167, -3.33035, -4.33396], [0.91928, -3.53154, -5.08277], [3.23292, -2.70722, -5.19275], [2.69318, -4.72766, -4.08519], [2.28678, -1.02899, -2.76205], [3.79758, -0.89198, -2.92070], [1.68907, -0.00971, -4.20086], [2.85331, 0.24105, -5.24515], [0.53517, -0.57546, -5.03732], [1.22080, 1.62445, -3.78196], [0.83878, 0.52711, 0.08572], [0.44888, 1.02374, -1.44675], [3.64946, 0.92144, 1.12753], [1.26708, -4.42895, -1.71358], [-1.25041, -3.48154, -1.21984], [-0.80956, -4.49076, -2.71745], [-2.55636, -2.88390, -3.22414], [-1.17307, -2.35642, -4.32646], [-0.89697, -0.10321, -2.91482], [-2.66255, -0.51388, -3.36410], [-3.10890, 0.51209, -0.91132], [3.04021, -3.08069, -2.32188], [-6.97994, 1.81405, 2.93172], [-6.36299, 0.94484, 1.85505], [-4.87068, 1.05847, 1.77348], [-4.61363, 0.74096, 0.41703], [-5.73520, 1.09675, -0.27957], [-5.80194, 1.15850, -1.49512], [-6.77008, 1.37833, 0.56714], [-6.67619, 1.48396, 3.92943], [-6.69125, 2.86339, 2.80546], [-8.07268, 1.78228, 2.86673], [-6.68365, -0.09664, 1.97874], [-4.36035, 0.35588, 2.43858], [-4.49712, 2.06981, 1.96780], [3.72100, 3.58585, 6.01856], [3.67930, 2.46496, 5.00010], [3.94740, 2.91838, 3.59686], [3.25272, 1.95398, 2.82601], [2.22463, 1.50565, 3.60818], [1.29862, 0.82264, 3.20588], [2.37006, 1.92821, 4.89949], [4.72843, 4.00279, 6.10745], [3.02968, 4.39144, 5.74746], [3.40234, 3.22001, 7.00036], [4.35513, 1.65497, 5.30004], [5.01346, 2.91430, 3.35205], [3.53237, 3.90625, 3.36890]],
  "e_homo_ha": -0.3132,
  "largest_force_ev_per_a": 11.096,
  "charge": 0,
  "smiles": "N[C@@]1(P(O)Br)OS(=O)(=O)[C@@H](CCCS)[C@@H](C(F)(F)F)[C@@]1(F)S(=O)(=O)F.C[C@@H]1COC(=O)O1.C[C@@H]1COC(=O)O1",
  "total_energy_ha": -6190.65355,
  "gap_ev": 6.74
}


# 2
{
  "formula": "C16H24ClN2O2",
  "method": "ωB97M-V/def2-TZVPD",
  "symbols": ["C", "C", "C", "C", "C", "C", "O", "N", "C", "C", "Cl", "C", "C", "C", "N", "C", "C", "H", "H", "H", "H", "H", "H", "H", "H", "H", "H", "H", "H", "H", "H", "H", "H", "H", "C", "C", "C", "O", "H", "H", "H", "H", "H", "H", "H"],
  "xyz": [[-1.08013, -0.03914, 2.17631], [-0.84225, -0.98049, 0.99608], [-1.55969, -0.47643, -0.26870], [0.65877, -1.33779, 0.80044], [1.72087, -0.35391, 1.33505], [2.94787, -1.17499, 1.77058], [3.05944, -1.77971, 2.80849], [3.95182, -1.11046, 0.78594], [3.47432, -0.23717, -0.29778], [2.38268, 0.62779, 0.34264], [1.22200, 1.15415, -0.94004], [2.96029, 1.86719, 1.00819], [3.23087, 3.02740, 0.28471], [3.78859, 4.11841, 0.93294], [4.10391, 4.13890, 2.22585], [3.86543, 3.02708, 2.91145], [3.30642, 1.87951, 2.36041], [-0.76015, 0.98217, 1.94529], [-2.14451, -0.01096, 2.42459], [-0.54971, -0.36617, 3.07875], [-1.33307, -1.92507, 1.25963], [-2.58685, -0.83853, -0.34229], [-1.06608, -0.79311, -1.18700], [-1.60023, 0.61807, -0.28443], [0.84360, -2.28730, 1.31130], [0.84216, -1.51794, -0.26369], [1.41832, 0.14948, 2.25084], [4.81380, -0.77760, 1.20279], [4.30660, 0.31009, -0.74012], [3.03050, -0.84537, -1.08876], [3.00141, 3.09582, -0.77165], [3.98105, 5.02965, 0.37423], [4.12604, 3.03934, 3.96580], [3.14864, 1.01447, 2.99353], [-4.74152, -2.40656, -4.08067], [-4.71364, -1.65848, -2.72579], [-5.90553, -0.67075, -2.71175], [-3.53821, -1.04202, -2.50667], [-4.57786, -1.68938, -4.89098], [-3.93638, -3.14479, -4.10693], [-5.69318, -2.92938, -4.26254], [-4.97675, -2.44184, -1.95699], [-5.76236, 0.07739, -3.49752], [-5.94202, -0.15501, -1.74900], [-6.87528, -1.16657, -2.87257]],
  "e_homo_ha": -0.0954,
  "largest_force_ev_per_a": 0.923,
  "charge": -1,
  "total_energy_ha": -1344.26411,
  "gap_ev": 4.80
}


# 3
{
  "formula": "C16H24ClO12",
  "method": "ωB97M-V/def2-TZVPD",
  "symbols": ["Cl", "O", "O", "O", "O", "O", "C", "O", "C", "C", "C", "H", "H", "H", "H", "H", "H", "O", "C", "O", "C", "C", "C", "H", "H", "H", "H", "H", "H", "O", "C", "O", "C", "C", "C", "H", "H", "H", "H", "H", "H", "O", "C", "O", "C", "C", "C", "H", "H", "H", "H", "H", "H"],
  "xyz": [[-4.75483, 13.79827, -1.15668], [-5.97801, 13.23547, -0.76766], [-4.75939, 14.28749, -2.51573], [-4.50352, 14.96585, -0.37938], [-3.68947, 12.81515, -1.01777], [-10.60282, 17.83723, 2.55294], [-10.24184, 18.31525, 1.45569], [-8.90976, 18.57220, 1.22341], [-8.71832, 19.45185, 0.12693], [-10.05244, 19.66620, -0.45621], [-10.94492, 18.58176, 0.17183], [-8.18870, 18.94538, -0.67997], [-8.08300, 20.32887, 0.25074], [-9.98405, 19.52351, -1.53467], [-10.35215, 20.69006, -0.23268], [-10.99867, 17.58221, -0.25954], [-11.99752, 18.83966, 0.28858], [-6.39436, 13.18318, 6.60785], [-5.79006, 12.17093, 6.32100], [-6.04184, 10.92290, 6.75148], [-5.39480, 9.89574, 6.05252], [-4.08515, 10.58749, 5.50932], [-4.54523, 12.07233, 5.43849], [-6.02735, 9.53900, 5.23967], [-5.14277, 9.09568, 6.74856], [-3.74585, 10.29595, 4.51535], [-3.23032, 10.36452, 6.14778], [-4.86785, 12.32153, 4.42758], [-3.89914, 12.79542, 5.93630], [-11.55959, 12.00529, 4.09804], [-11.49222, 11.36354, 3.01972], [-10.90064, 10.08745, 2.93292], [-10.81030, 9.56007, 1.67144], [-11.94452, 10.29348, 0.97622], [-11.98539, 11.70577, 1.65035], [-11.16737, 8.53155, 1.72394], [-9.84522, 9.60885, 1.16710], [-12.82054, 9.68318, 1.19581], [-11.78882, 10.28201, -0.10254], [-13.00545, 12.08695, 1.69788], [-11.28201, 12.44622, 1.26945], [-1.97542, 5.34280, -2.01842], [-3.16266, 5.02229, -2.16823], [-3.65439, 3.84070, -1.66593], [-5.00397, 3.64389, -1.91864], [-5.50985, 4.94568, -2.55439], [-4.26123, 5.73116, -2.88597], [-5.43957, 3.29872, -0.98099], [-5.24728, 2.73985, -2.47688], [-6.20066, 5.50711, -1.92535], [-6.05925, 4.65663, -3.45033], [-4.28491, 6.71572, -2.41887], [-3.91718, 5.74204, -3.92019]],
  "e_homo_ha": -0.2003,
  "largest_force_ev_per_a": 5.111,
  "charge": -1,
  "total_energy_ha": -1986.91492,
  "gap_ev": 7.51
}


# 4
{
  "formula": "C16H24F2N9O5S2V",
  "method": "ωB97M-V/def2-TZVPD",
  "symbols": ["O", "V", "N", "S", "O", "O", "F", "S", "O", "O", "F", "C", "C", "N", "H", "H", "H", "C", "C", "N", "H", "H", "H", "C", "C", "N", "H", "H", "H", "C", "C", "N", "H", "H", "H", "C", "C", "N", "H", "H", "H", "C", "C", "N", "H", "H", "H", "C", "C", "N", "H", "H", "H", "C", "C", "N", "H", "H", "H"],
  "xyz": [[-2.58262, -3.43387, -0.89888], [-3.04629, -1.93767, -1.11032], [-1.22292, -1.07552, -0.86355], [-0.79496, 0.35504, 0.01723], [-0.35372, 1.51253, -0.71781], [-0.29665, 0.13698, 1.32703], [-2.29167, 0.81299, 0.33492], [0.29912, -1.41572, -1.13381], [0.97964, -2.09295, -0.06190], [0.95927, -0.70136, -2.19594], [-0.08420, -2.72858, -1.98416], [-1.47477, 2.95765, -3.58750], [-1.44522, 4.04630, -4.55705], [-1.45190, 4.93953, -5.27610], [-2.43904, 2.46565, -3.69508], [-1.25844, 3.34761, -2.59624], [-0.71040, 2.24888, -3.90977], [1.07685, 4.79246, -1.24030], [1.54222, 4.15956, -2.47401], [1.89626, 3.66467, -3.44738], [0.45245, 4.10817, -0.66492], [0.38227, 5.57387, -1.55925], [1.86633, 5.21233, -0.62573], [4.29747, -2.56376, -1.31413], [4.83989, -1.86386, -2.48661], [5.25765, -1.28188, -3.38221], [4.86070, -3.48396, -1.16188], [3.24356, -2.79303, -1.44205], [4.45978, -1.96638, -0.41844], [1.41876, 2.59230, 2.86152], [0.22319, 3.23119, 2.28960], [-0.69851, 3.73450, 1.82637], [2.31325, 2.95799, 2.36276], [1.31891, 1.51245, 2.81027], [1.45087, 2.92938, 3.89839], [-4.49928, 2.70310, -2.00066], [-4.13545, 1.28718, -1.92686], [-3.83475, 0.18459, -1.82955], [-4.46294, 2.96463, -3.05846], [-3.71808, 3.23485, -1.45716], [-5.49444, 2.89435, -1.60741], [-2.08110, -0.97911, 4.16911], [-2.48082, -0.03891, 5.21176], [-2.78191, 0.67486, 6.05715], [-1.39440, -0.48705, 3.48330], [-2.97458, -1.30630, 3.63698], [-1.63096, -1.84893, 4.64530], [2.04529, -1.89256, 2.65736], [2.83645, -3.07418, 2.36798], [3.42072, -4.01873, 2.08519], [2.46247, -1.47690, 3.57780], [0.97006, -2.02237, 2.74232], [2.18189, -1.12982, 1.89189], [0.79820, -5.68916, 0.51458], [-0.31300, -6.38876, 1.16618], [-1.17101, -6.91833, 1.71447], [0.56785, -4.63321, 0.39960], [0.99323, -6.14868, -0.45453], [1.70943, -5.84401, 1.09061]],
  "e_homo_ha": [-0.4907, -0.4907],
  "largest_force_ev_per_a": 10.064,
  "charge": 1,
  "spin_multiplicity": 2,
  "total_energy_ha": -3432.67053,
  "gap_ev": [4.35, 4.87]
}